The following is a quantum chemistry calculation of a single C4H6ClN molecule, from the OMol25 dataset.

XYZ file:
```
12
Properties=species:S:1:pos:R:3:lowdin_charge:R:1
C 1.76135 0.09076 -0.14067 -0.11
C 0.75636 -0.37404 -0.92357 -0.81
C 0.81653 0.37587 1.00173 -0.03
C -1.65930 -0.07356 0.00167 -0.12
N -0.28742 -0.52235 -0.02116 -0.17
Cl 0.46411 -0.61707 -2.59481 0.68
H 2.80807 0.00079 -0.18281 0.07
H 0.73905 -0.28550 1.87942 0.10
H 0.30312 1.40169 1.03031 0.12
H -1.78595 0.23057 1.06429 0.09
H -1.80986 0.80339 -0.61317 0.06
H -2.10606 -1.03054 -0.50122 0.12
```

## Properties
- Kohn-Sham gap (eV) = 9.179
- DFT total energy (Eh) = -670.83615
- lowest unoccupied orbital energy (eV) = 0.96
- molecular weight (g mol⁻¹) = 103.552
- energy relative to the best compared isomer or geometry (same formula, charge and spin) (kcal/mol) = 70.6

=====

The following is a quantum chemistry calculation of a single C4H6ClN molecule, from the OMol25 dataset.

XYZ file:
```
12
Properties=species:S:1:pos:R:3:lowdin_charge:R:1
C -0.38866 0.65761 -0.14261 -0.23
C -0.45212 -0.64848 -0.20219 -0.26
C -0.05578 2.03976 0.01306 -0.09
C 0.00641 -2.00633 0.15914 0.00
N -1.55215 -0.01848 -0.88104 -0.30
Cl -3.16393 -0.06476 -0.03002 0.28
H 0.08760 2.49073 -0.98951 0.08
H 0.99863 2.16202 0.59453 0.13
H -0.85616 2.71926 0.61292 0.13
H 0.01851 -2.59865 -0.71754 0.08
H -0.83268 -2.31083 0.74831 0.08
H 0.96996 -2.01271 0.65222 0.09
```

## Properties
- Kohn-Sham gap (alpha / beta) (eV) = 5.801 / 7.651
- DFT total energy (Eh) = -670.69121
- lowest unoccupied orbital energy (alpha / beta) (eV) = 0.72 / -1.83
- spin multiplicity = 3
- <S²> = 2.012
- molecular weight (g mol⁻¹) = 103.552
- energy relative to the best compared isomer or geometry (same formula, charge and spin) (kcal/mol) = 68.4

=====

The following is a quantum chemistry calculation of 3 unconnected molecules or ions with the total composition C4H6ClN3, from the OMol25 dataset.

XYZ file:
```
14
Properties=species:S:1:pos:R:3:lowdin_charge:R:1
C 0.16637 0.52271 0.32975 -0.46
C 1.34124 -0.54222 -0.10730 -0.67
C 0.64687 -1.68337 0.04028 -0.20
C -1.11202 -0.36106 0.00622 -0.37
H 1.06164 2.08788 -1.08956 0.23
H -0.04748 3.00718 1.20065 0.24
H 0.20771 0.43343 1.48223 0.15
H 1.09739 -2.52784 -0.33596 0.09
H -1.15980 -2.21279 -0.63951 0.13
H -2.12690 1.12967 -0.50767 0.04
N -0.08320 1.89609 -0.11509 -0.07
N -0.74208 -1.80285 0.20830 0.08
N -2.21246 0.11566 -0.35888 0.14
Cl 2.96272 -0.06249 -0.11346 0.68
```

## Properties
- Kohn-Sham gap (eV) = 7.926
- DFT total energy (Eh) = -780.20048
- lowest unoccupied orbital energy (eV) = -1.04
- molecular weight (g mol⁻¹) = 131.566
- energy relative to the best compared isomer or geometry (same formula, charge and spin) (kcal/mol) = 197.6

=====

The following is a quantum chemistry calculation of a single C4H6ClN3O molecule, from the OMol25 dataset.

XYZ file:
```
15
Properties=species:S:1:pos:R:3:lowdin_charge:R:1
C -1.48635 -0.41239 -0.29984 -0.37
C -2.25831 1.78169 -0.01537 -0.20
C -0.43491 -1.45169 -0.19988 -0.04
C 0.06159 1.32324 0.26952 -0.02
N -2.65991 -0.86641 -0.32355 -0.08
N -1.23691 1.01381 -0.20563 -0.02
N -3.67319 -0.01493 -0.45692 -0.58
O -2.79667 2.81274 -0.16506 0.18
Cl -4.98913 -0.53416 0.35578 0.56
H -0.73442 -2.37202 -0.75523 0.11
H -0.12186 -1.59020 0.80248 0.07
H 0.40512 -1.04429 -0.79428 0.07
H 0.90157 0.70785 -0.28047 0.13
H 0.16950 2.26874 -0.04612 0.06
H 0.22595 1.07673 1.32184 0.12
```

## Properties
- Kohn-Sham gap (alpha / beta) (eV) = 7.692 / 7.686
- DFT total energy (Eh) = -855.54565
- lowest unoccupied orbital energy (alpha / beta) (eV) = 0.22 / 0.22
- molecular weight (g mol⁻¹) = 147.565
- energy relative to the best compared isomer or geometry (same formula, charge and spin) (kcal/mol) = 109.8

=====

The following is a quantum chemistry calculation of a single C4H6ClNO molecule, from the OMol25 dataset.

XYZ file:
```
13
Properties=species:S:1:pos:R:3:lowdin_charge:R:1
C 1.09367 0.12347 0.45831 -0.61
C 0.29946 -1.04302 -0.00034 -0.22
C -1.18641 -0.57820 -0.06372 -0.15
C 0.24988 1.32776 -0.07374 -0.53
H 1.26812 0.15447 1.51721 0.10
H 0.47842 -2.01865 0.51791 0.13
H 0.53229 -1.13922 -1.08800 0.12
H -1.68050 -0.56966 0.93907 0.13
H -1.77628 -1.16607 -0.73883 0.11
H -1.61919 1.49029 -0.81689 0.16
N -0.94270 0.80552 -0.46176 0.06
O 0.56960 2.47275 0.09371 0.07
Cl 2.71364 0.14057 -0.28293 0.64
```

## Properties
- Kohn-Sham gap (eV) = 10.563
- DFT total energy (Eh) = -746.21507
- lowest unoccupied orbital energy (eV) = 0.74
- molecular weight (g mol⁻¹) = 119.551
- energy relative to the best compared isomer or geometry (same formula, charge and spin) (kcal/mol) = 7.7

=====

The following is a quantum chemistry calculation of 2 unconnected molecules or ions with the total composition C4H6ClNO, from the OMol25 dataset.

XYZ file:
```
13
Properties=species:S:1:pos:R:3:lowdin_charge:R:1
C -0.45111 -0.54607 3.37243 -0.59
C -1.49076 -0.50454 1.18082 -0.05
C 1.06019 -0.54975 0.45579 -0.39
C 0.89173 0.61213 -0.48411 -0.07
N -1.19251 -0.53179 2.41600 -0.09
O 1.53396 -0.48350 1.55934 0.00
Cl -0.80403 -0.58178 4.99288 0.67
H -1.71726 0.43965 0.71467 0.08
H -1.73269 -1.42160 0.67247 0.08
H 0.82442 -1.52932 -0.00472 0.12
H 1.79611 0.67087 -1.09189 0.08
H 0.79260 1.54254 0.06741 0.08
H 0.04802 0.46606 -1.15171 0.07
```

## Properties
- Kohn-Sham gap (alpha / beta) (eV) = 8.419 / 8.420
- DFT total energy (Eh) = -746.07483
- lowest unoccupied orbital energy (alpha / beta) (eV) = 0.32 / 0.32
- molecular weight (g mol⁻¹) = 119.551
- energy relative to the best compared isomer or geometry (same formula, charge and spin) (kcal/mol) = 95.6

=====

The following is a quantum chemistry calculation of 2 unconnected molecules or ions with the total composition C4H6ClO4P, from the OMol25 dataset.

XYZ file:
```
16
Properties=species:S:1:pos:R:3:lowdin_charge:R:1
C -0.24270 -0.40789 0.18951 0.01
C -1.16999 0.29098 -0.47844 -0.25
C 3.27938 -1.95401 0.80363 -0.62
C -1.13201 1.08972 -1.75938 -0.10
O 3.79462 0.60572 1.22506 -0.45
O 4.97924 -0.93688 -0.42785 -0.44
O 2.57338 -0.02749 -0.97034 -0.43
O 3.39962 -2.38067 1.89046 -0.03
P 3.64644 -0.32555 0.03020 -0.02
Cl 2.95462 -3.46721 -0.58308 0.08
H 0.71970 -0.25642 -0.25316 0.01
H -0.24262 -0.90392 1.11023 0.04
H -2.18007 0.23316 0.07959 0.08
H -2.01284 0.97373 -2.34603 0.05
H -0.26566 0.85814 -2.24883 0.05
H -1.18529 2.03195 -1.37695 0.03
```

## Properties
- Kohn-Sham gap (eV) = 6.153
- DFT total energy (Eh) = -1258.57098
- lowest unoccupied orbital energy (eV) = 5.77
- net charge = -2
- molecular weight (g mol⁻¹) = 184.515
- energy relative to the best compared isomer or geometry (same formula, charge and spin) (kcal/mol) = 35.2

=====

The following is a quantum chemistry calculation of a molecular structure, C4H6CoO3, from the OMol25 dataset.

XYZ file:
```
14
Properties=species:S:1:pos:R:3:lowdin_charge:R:1
H 0.94553 2.76616 0.86214 0.10
C 0.17421 1.97815 0.84397 -0.32
C 0.25288 1.10785 -0.30950 -0.22
H 0.93346 0.24951 -0.22643 0.06
H 0.16408 1.22855 1.69666 0.11
O -1.11296 2.70780 1.13038 -0.46
O -1.52531 2.48117 2.51420 -0.44
Co -2.81336 1.74713 1.31028 0.44
C 0.69626 1.32679 -2.84348 -0.25
C 0.18251 1.73604 -1.66195 -0.18
O 0.47767 1.95480 -4.07462 -0.09
H 1.34301 0.45394 -2.95649 0.09
H -0.38914 2.67978 -1.68549 0.10
H -0.08826 2.72150 -3.94406 0.07
```

## Properties
- Kohn-Sham gap (alpha / beta) (eV) = 5.876 / 4.204
- DFT total energy (Eh) = -1764.25153
- lowest unoccupied orbital energy (alpha / beta) (eV) = 3.64 / 2.59
- net charge = -1
- spin multiplicity = 5
- <S²> = 6.027
- molecular weight (g mol⁻¹) = 161.022
- energy relative to the best compared isomer or geometry (same formula, charge and spin) (kcal/mol) = 0.0

=====

The following is a quantum chemistry calculation of a molecular structure, C4H6CsO3, from the OMol25 dataset.

XYZ file:
```
14
Properties=species:S:1:pos:R:3:lowdin_charge:R:1
H 1.07785 0.91257 -1.54450 0.16
O 0.02967 -3.40668 -0.33364 0.15
Cs 4.83624 4.29730 0.78434 0.98
O 2.04652 2.18851 -0.26938 -0.01
C 1.09408 1.51257 -0.61517 -0.36
O 0.02668 1.31376 0.09628 -0.04
C -0.04298 1.86989 1.41670 -0.03
C -1.02891 -3.50818 -0.81009 -0.28
C -2.26637 -3.67126 -1.22100 0.00
H -0.99739 1.53288 1.82911 0.10
H 0.78747 1.49312 2.02598 0.10
H -0.02080 2.96503 1.36259 0.10
H -2.52783 -4.57054 -1.77659 0.07
H -3.01423 -2.92897 -0.94462 0.06
```

## Properties
- Kohn-Sham gap (eV) = 7.179
- DFT total energy (Eh) = -401.63871
- lowest unoccupied orbital energy (eV) = -3.74
- net charge = +1
- molecular weight (g mol⁻¹) = 234.994
- energy relative to the best compared isomer or geometry (same formula, charge and spin) (kcal/mol) = 48.1

=====

The following is a quantum chemistry calculation of a molecular structure, C4H6CuLiO2, from the OMol25 dataset.

XYZ file:
```
14
Properties=species:S:1:pos:R:3:lowdin_charge:R:1
O 0.41488 -2.06621 -0.91176 -0.34
C 0.09738 -1.72738 0.31576 -0.51
C 0.93472 -0.92959 1.14691 -0.18
Li -1.36201 -1.61712 -0.94559 0.63
Cu 1.63874 -0.33404 -1.32894 0.48
H 2.03227 -1.04299 1.03938 0.03
H 0.66633 -0.80103 2.20177 0.03
C -0.50262 1.08405 -0.86680 -0.32
C 0.14859 1.32484 0.35252 -0.02
O -1.69712 0.33624 -0.85673 -0.16
H -0.59246 1.76857 -1.71383 0.10
H 0.88212 2.13707 0.36653 0.07
H -0.44253 1.29791 1.27847 0.08
H -2.21829 0.56969 -0.07771 0.10
```

## Properties
- Kohn-Sham gap (alpha / beta) (eV) = 5.586 / 5.585
- DFT total energy (Eh) = -1954.31887
- lowest unoccupied orbital energy (alpha / beta) (eV) = -0.53 / -0.53
- molecular weight (g mol⁻¹) = 156.577
- energy relative to the best compared isomer or geometry (same formula, charge and spin) (kcal/mol) = 38.1